1.
The following is a quantum chemistry calculation of a cluster of 2 separate species, C2H7O2 in total, from the OMol25 dataset.

Summary:
charge: -1
LUMO level: 4.7 eV
HOMO-LUMO gap: 0.2866 hartree

XYZ file:
```
11
Properties=species:S:1:pos:R:3:forces:R:3:lowdin_charge:R:1
O -2.246 1.478 -0.370 0.0 0.2 0.0 -0.204
H -2.036 2.413 -0.463 0.0 -0.2 0.0 -0.022
C 0.605 0.121 -0.015 0.3 0.0 0.0 -0.553
O -0.162 0.236 -1.127 -0.2 0.2 0.0 -0.334
C 0.830 -1.337 0.421 -0.3 0.0 -0.2 -0.148
H 1.628 0.555 -0.144 0.1 0.1 0.0 0.072
H 0.196 0.670 0.867 -0.1 -0.1 0.0 0.082
H -1.388 0.975 -0.717 0.0 -0.1 0.0 -0.035
H -0.144 -1.813 0.545 -0.1 0.0 0.1 0.052
H 1.347 -1.896 -0.368 0.1 0.1 0.1 0.050
H 1.369 -1.403 1.370 0.2 -0.1 0.0 0.042
```
Positions in Å, forces in eV/Å.


2.
The following is a quantum chemistry calculation of a cluster of 2 separate species, C2H7O2 in total in a non-equilibrium geometry, from the OMol25 dataset.

Summary:
charge: -1
LUMO level: 4.7 eV
HOMO-LUMO gap: 0.2770 hartree

XYZ file:
```
11
Properties=species:S:1:pos:R:3:forces:R:3:lowdin_charge:R:1
O -2.212 1.138 0.107 -0.5 0.4 -0.8 -0.136
H -1.641 0.664 -0.553 0.0 -0.6 0.5 0.001
C 0.680 0.068 -0.096 0.8 -1.8 0.8 -0.597
O -0.312 -0.633 -0.636 -0.4 0.6 0.2 -0.339
C 1.889 -0.802 0.500 -0.1 0.8 -0.3 -0.156
H 0.529 0.679 0.888 -0.6 0.1 -0.9 0.078
H 1.182 0.737 -0.831 0.0 0.3 0.2 0.069
H -1.568 1.321 0.781 0.4 0.0 0.5 -0.025
H 1.761 -1.241 1.498 -0.4 0.5 0.0 0.035
H 2.605 0.035 0.506 0.8 -0.8 0.4 0.035
H 2.222 -1.660 -0.090 0.0 0.4 -0.6 0.037
```
Positions in Å, forces in eV/Å.


3.
The following is a quantum chemistry calculation of an isolated molecule of C2H7O2P in a non-equilibrium geometry, from the OMol25 dataset.

Summary:
SMILES: CO[P@@H](C)=O
charge: 0
LUMO level: 0.9 eV
HOMO-LUMO gap: 0.4101 hartree

XYZ file:
```
12
Properties=species:S:1:pos:R:3:forces:R:3:lowdin_charge:R:1
C -0.750 0.927 1.428 0.0 0.4 0.1 -0.235
O -1.237 -0.156 0.698 1.5 -1.3 -4.1 -0.345
P -0.476 -0.415 -1.049 -0.8 0.8 4.7 0.708
C 1.272 -0.805 -0.716 -0.6 0.2 -0.2 -0.181
O -1.225 -1.404 -1.794 -0.5 -0.6 -0.6 -0.341
H -0.815 0.659 2.485 0.1 0.1 0.0 0.083
H -1.355 1.822 1.251 0.1 0.1 0.1 0.077
H 0.291 1.164 1.194 0.1 0.1 0.1 0.057
H -0.556 0.899 -1.497 0.1 0.3 -0.1 0.036
H 1.348 -1.889 -0.659 0.0 0.0 0.0 0.055
H 1.873 -0.440 -1.548 0.0 0.0 0.0 0.050
H 1.629 -0.361 0.207 0.0 0.1 0.1 0.036
```
Positions in Å, forces in eV/Å.


4.
The following is a quantum chemistry calculation of an isolated molecule of C2H7O2P in a non-equilibrium geometry, from the OMol25 dataset.

Summary:
SMILES: CPOCO
charge: 0
LUMO level: 0.7 eV
HOMO-LUMO gap: 0.3511 hartree

XYZ file:
```
12
Properties=species:S:1:pos:R:3:forces:R:3:lowdin_charge:R:1
C 1.220 -0.458 -1.017 -4.2 1.3 0.1 -0.327
P 1.004 -1.151 0.680 0.0 0.0 -0.3 0.851
O 0.381 0.220 1.362 0.1 -0.8 1.1 -0.440
C -0.635 0.917 0.718 0.1 1.7 0.2 -0.417
O -1.517 0.060 0.122 -2.1 -0.9 -1.1 -0.089
H 0.293 0.159 -1.425 1.4 -1.3 1.2 0.075
H 1.946 0.283 -1.055 2.0 0.8 0.0 0.005
H 1.237 -1.166 -1.771 0.9 -1.7 -1.4 -0.002
H -0.172 -2.016 0.501 0.7 0.8 -0.2 -0.048
H -0.067 1.577 -0.031 -1.5 -0.5 0.9 0.132
H -1.240 1.448 1.474 1.0 0.5 -0.2 0.132
H -2.451 0.126 0.442 1.6 0.1 -0.2 0.128
```
Positions in Å, forces in eV/Å.


5.
The following is a quantum chemistry calculation of a cluster of 3 separate species, C2H7O4 in total in a non-equilibrium geometry, from the OMol25 dataset.

Summary:
charge: -1
LUMO level: 3.9 eV
HOMO-LUMO gap: 0.3147 hartree

XYZ file:
```
13
Properties=species:S:1:pos:R:3:forces:R:3:lowdin_charge:R:1
O -1.240 -1.060 0.361 0.1 -0.2 0.1 -0.085
C -0.764 0.062 0.641 -0.2 1.7 -0.3 -0.779
O -0.976 0.808 1.626 0.1 -0.8 0.3 -0.084
C 0.103 0.748 -0.449 0.2 0.3 -0.3 -0.066
H 0.731 1.559 -0.055 0.1 -0.5 0.2 0.058
H -0.533 1.302 -1.152 -0.3 -0.4 0.0 0.068
H 0.664 0.005 -1.019 0.2 0.2 0.0 0.063
H -1.537 -1.102 -1.366 -0.2 -0.3 0.3 -0.023
H -1.041 -2.076 -2.400 0.2 -0.2 -0.1 0.007
O -1.714 -1.409 -2.286 -0.1 0.3 -0.2 -0.112
H 2.340 0.298 2.750 0.4 0.2 -0.1 0.032
H 1.519 0.350 1.536 0.6 0.4 -0.2 0.008
O 2.448 0.515 1.813 -1.0 -0.5 0.4 -0.087
```
Positions in Å, forces in eV/Å.


6.
The following is a quantum chemistry calculation of a cluster of 3 separate species, C2H7O4 in total in a non-equilibrium geometry, from the OMol25 dataset.

Summary:
charge: -1
LUMO level: 4.0 eV
HOMO-LUMO gap: 0.3088 hartree

XYZ file:
```
13
Properties=species:S:1:pos:R:3:forces:R:3:lowdin_charge:R:1
O 1.507 0.428 -1.976 0.0 0.2 0.2 -0.088
C 0.569 0.419 -1.153 0.3 0.3 -0.3 -0.792
O -0.014 1.415 -0.644 -0.1 0.0 0.4 -0.108
C 0.059 -0.984 -0.824 -1.2 0.3 0.3 -0.058
H -0.347 -1.305 -1.787 0.6 -0.7 0.1 0.067
H -0.821 -1.016 -0.163 0.3 0.3 0.1 0.055
H 0.857 -1.577 -0.385 0.1 -0.4 -0.5 0.052
H 2.245 -0.026 2.174 0.6 0.3 0.1 0.033
H 1.157 -0.872 1.765 -0.8 -0.4 -0.4 0.007
O 1.999 -0.951 2.200 0.2 0.1 0.3 -0.054
H -1.630 1.356 0.320 0.8 -0.1 -0.6 -0.022
H -3.010 1.859 -0.054 -0.2 0.5 -0.5 0.001
O -2.570 1.255 0.527 -0.4 -0.5 0.9 -0.093
```
Positions in Å, forces in eV/Å.


7.
The following is a quantum chemistry calculation of a cluster of 2 separate species, C2H7OP in total in a non-equilibrium geometry, from the OMol25 dataset.

Summary:
SMILES: C=PC.O
charge: 0
LUMO level: 0.7 eV
HOMO-LUMO gap: 0.3691 hartree

XYZ file:
```
11
Properties=species:S:1:pos:R:3:forces:R:3:lowdin_charge:R:1
C -1.869 -1.271 0.521 0.3 -2.3 1.5 -0.413
P -0.343 -0.889 0.121 0.2 1.4 0.1 0.840
C -0.718 0.949 -0.013 1.1 -0.3 -1.4 -0.370
H -1.989 -2.223 1.051 -0.4 0.0 -0.7 -0.015
H -2.691 -0.619 0.553 -1.0 0.8 0.0 -0.030
H -0.117 1.488 0.704 0.1 0.1 0.4 0.012
H -1.773 1.136 0.156 0.1 0.2 -0.2 0.011
H -0.368 1.300 -1.002 -0.4 0.1 0.3 0.014
O 2.072 -0.335 -1.940 0.6 0.4 1.0 -0.096
H 2.533 -0.204 -1.099 0.2 -1.4 0.4 0.032
H 2.027 0.607 -2.035 -0.7 1.1 -1.4 0.015
```
Positions in Å, forces in eV/Å.


8.
The following is a quantum chemistry calculation of an isolated molecule of C2H7OP in a non-equilibrium geometry, from the OMol25 dataset.

Summary:
SMILES: C[C@@H](O)P
charge: 0
LUMO level: 1.0 eV
HOMO-LUMO gap: 0.3979 hartree

XYZ file:
```
11
Properties=species:S:1:pos:R:3:forces:R:3:lowdin_charge:R:1
C 1.056 -0.427 0.146 -0.1 0.1 0.2 -0.146
C -0.187 0.318 0.551 0.5 3.4 -1.8 -0.585
O -0.032 1.881 -0.077 -0.4 -3.1 1.8 -0.193
P -1.817 -0.230 -0.112 -0.1 0.3 0.3 0.821
H 1.119 -0.519 -0.938 0.0 -0.1 0.0 0.069
H 1.935 0.106 0.505 0.1 0.0 0.0 0.077
H 1.051 -1.425 0.581 0.0 -0.1 0.0 0.073
H -0.239 0.537 1.614 0.0 0.0 0.0 0.085
H 0.062 1.745 -1.023 0.0 -0.2 -0.2 0.022
H -1.586 -1.580 0.178 -0.1 -0.5 0.1 -0.116
H -1.361 -0.405 -1.425 0.1 0.0 -0.4 -0.109
```
Positions in Å, forces in eV/Å.


9.
The following is a quantum chemistry calculation of a cluster of 2 separate species, C2H7OPS in total in a non-equilibrium geometry, from the OMol25 dataset.

Summary:
SMILES: CSC.O=P
charge: 0
LUMO level: -1.2 eV
HOMO-LUMO gap: 0.2551 hartree

XYZ file:
```
12
Properties=species:S:1:pos:R:3:forces:R:3:lowdin_charge:R:1
C -0.115 0.955 -1.095 -3.3 0.6 0.3 -0.373
S -1.427 0.319 0.064 -0.4 0.3 -0.5 0.687
C -0.971 -1.381 0.600 -1.7 0.4 -2.2 -0.406
H -0.483 1.930 -1.509 0.1 -1.0 0.4 0.050
H 0.682 1.154 -0.477 2.4 0.0 0.7 -0.045
H -0.074 0.225 -1.855 0.9 -0.6 -0.9 0.011
H -1.845 -1.582 1.240 0.9 -0.4 0.1 0.030
H -0.830 -2.142 -0.194 -0.9 0.5 0.0 0.046
H -0.018 -1.308 0.965 2.1 0.1 2.1 -0.045
O 2.287 -0.080 1.317 -1.2 -0.3 -0.6 -0.575
P 3.085 0.946 1.974 1.7 0.7 0.9 0.762
H 2.377 2.233 2.126 -0.5 -0.4 -0.4 -0.143
```
Positions in Å, forces in eV/Å.


10.
The following is a quantum chemistry calculation of a cluster of 2 separate species, C2H7OS in total in a non-equilibrium geometry, from the OMol25 dataset.

Summary:
charge: -1
LUMO level: 4.1 eV
HOMO-LUMO gap: 0.2004 hartree

XYZ file:
```
11
Properties=species:S:1:pos:R:3:forces:R:3:lowdin_charge:R:1
O -2.876 0.949 0.520 -0.5 -0.4 2.1 -0.163
H -3.103 1.426 -0.258 0.4 0.1 -1.1 -0.021
C -0.572 -0.624 -0.517 -0.9 0.5 -0.6 -0.670
S 0.440 0.692 -0.067 1.0 -1.6 1.1 0.540
C 2.129 -0.095 0.320 0.0 1.7 -0.8 -0.457
H -0.561 -1.581 -0.014 0.1 0.1 0.4 -0.064
H -0.841 -0.645 -1.571 0.3 -0.3 -0.1 -0.084
H -2.063 0.374 0.429 -0.3 0.2 -1.2 -0.057
H 2.654 -0.292 -0.622 0.1 0.0 0.1 -0.008
H 2.577 0.769 0.829 0.5 -0.3 0.0 -0.022
H 2.216 -0.973 0.952 -0.7 0.0 0.2 0.005
```
Positions in Å, forces in eV/Å.


11.
The following is a quantum chemistry calculation of a cluster of 2 separate species, C2H7OS in total, from the OMol25 dataset.

Summary:
charge: -1
LUMO level: 4.3 eV
HOMO-LUMO gap: 0.2534 hartree

XYZ file:
```
11
Properties=species:S:1:pos:R:3:forces:R:3:lowdin_charge:R:1
C 0.774 -0.370 -0.745 0.0 0.4 0.0 -0.237
C 1.212 0.176 0.610 -0.1 0.3 -0.2 -0.830
S -0.128 0.477 1.796 -0.1 0.0 0.1 0.188
H 0.098 0.320 -1.267 0.1 -0.1 0.2 0.055
H 0.239 -1.301 -0.605 -0.2 -0.3 0.0 0.042
H 1.643 -0.553 -1.385 0.0 -0.1 -0.1 0.045
H 1.794 1.089 0.452 -0.1 0.1 -0.1 0.023
H 1.915 -0.520 1.043 0.3 -0.4 0.2 0.012
H -2.736 -0.349 -0.452 0.0 0.3 0.2 0.003
H -2.021 0.506 0.589 0.1 0.2 -0.1 -0.126
O -2.791 0.524 -0.036 -0.1 -0.4 -0.1 -0.175
```
Positions in Å, forces in eV/Å.


12.
The following is a quantum chemistry calculation of a cluster of 2 separate species, C2H7OS in total in a non-equilibrium geometry, from the OMol25 dataset.

Summary:
charge: -1
LUMO level: 3.5 eV
HOMO-LUMO gap: 0.2091 hartree

XYZ file:
```
11
Properties=species:S:1:pos:R:3:forces:R:3:lowdin_charge:R:1
C 1.666 -0.075 -0.381 1.1 -0.4 0.3 -0.445
S 2.818 -0.763 0.961 -1.3 0.2 -0.4 0.490
H 1.566 0.978 -0.139 -0.3 0.0 -0.1 0.005
H 0.699 -0.604 -0.404 -0.1 0.3 0.2 -0.015
H 2.186 -0.169 -1.344 0.0 0.0 0.3 0.010
H 1.795 -0.845 1.855 0.5 -0.1 -0.3 -0.168
C -2.143 0.282 -0.178 0.6 0.2 1.7 -0.500
O -1.256 -0.728 -0.344 -0.4 0.0 -0.6 -0.445
H -1.884 1.269 -0.676 -0.4 -0.5 -0.2 0.034
H -2.207 0.575 0.910 0.3 0.4 0.1 0.017
H -3.240 0.081 -0.260 0.0 -0.2 -1.1 0.018
```
Positions in Å, forces in eV/Å.